{"formula": "C18H30NaO18", "method": "ωB97M-V/def2-TZVPD", "symbols": ["Na", "C", "C", "O", "C", "O", "O", "H", "H", "H", "H", "C", "C", "O", "C", "O", "O", "H", "H", "H", "H", "C", "C", "O", "C", "O", "O", "H", "H", "H", "H", "C", "O", "C", "O", "O", "C", "H", "H", "H", "H", "H", "H", "C", "O", "C", "O", "O", "C", "H", "H", "H", "H", "H", "H", "C", "O", "C", "O", "O", "C", "H", "H", "H", "H", "H", "H"], "positions_angstrom": [[-18.7685, -18.4704, -5.8616], [-18.8438, -13.6956, -8.0092], [-20.1447, -14.0079, -8.7426], [-20.0977, -15.4371, -8.8670], [-19.2724, -15.9136, -7.9117], [-19.1380, -17.0803, -7.6949], [-18.6535, -14.9141, -7.2685], [-18.9962, -12.9045, -7.2844], [-18.0166, -13.5481, -8.6972], [-20.2491, -13.5506, -9.7220], [-21.0206, -13.7331, -8.1486], [-23.5781, -15.9183, -5.2610], [-23.3020, -16.1681, -6.7480], [-22.0994, -16.9319, -6.7265], [-21.9260, -17.4486, -5.4939], [-21.1196, -18.2812, -5.2278], [-22.7791, -16.9050, -4.6165], [-24.6172, -16.0276, -4.9611], [-23.2913, -14.9092, -4.9524], [-23.1622, -15.2688, -7.3428], [-24.1144, -16.7278, -7.2192], [-18.6686, -15.1133, -1.0072], [-19.1866, -16.5318, -0.7900], [-19.7097, -16.8612, -2.0645], [-19.0854, -16.0874, -2.9954], [-19.2232, -16.2225, -4.1669], [-18.3300, -15.1506, -2.4127], [-17.7743, -14.8643, -0.4413], [-19.3910, -14.3104, -0.8527], [-19.9105, -16.5274, 0.0204], [-18.3364, -17.1734, -0.5516], [-16.4115, -19.8557, -0.6761], [-16.5913, -19.8635, -2.0941], [-17.8137, -19.9439, -2.6064], [-18.0417, -19.6449, -3.7494], [-18.6877, -20.4026, -1.7221], [-20.0563, -20.4796, -2.1496], [-15.3637, -19.6194, -0.5203], [-16.5896, -20.8584, -0.2876], [-17.0459, -19.1307, -0.1744], [-20.6654, -20.4508, -1.2537], [-20.1932, -21.4158, -2.6835], [-20.3081, -19.6538, -2.8142], [-15.3723, -15.8967, -7.6913], [-14.5519, -16.8196, -6.9735], [-15.1936, -17.8360, -6.4210], [-16.3942, -17.9660, -6.3938], [-14.3074, -18.6519, -5.8721], [-14.8343, -19.8180, -5.2247], [-16.1272, -16.4282, -8.2664], [-14.7056, -15.3346, -8.3358], [-15.8608, -15.2199, -6.9900], [-14.9645, -19.5880, -4.1685], [-14.0800, -20.5976, -5.2992], [-15.7536, -20.1555, -5.6882], [-18.9642, -22.2918, -8.9814], [-20.1898, -22.4380, -8.2930], [-20.3368, -21.7442, -7.1757], [-19.4748, -21.0714, -6.6586], [-21.5742, -21.9248, -6.7458], [-21.8669, -21.5297, -5.4247], [-18.8856, -21.3092, -9.4484], [-18.9517, -23.0450, -9.7627], [-18.1113, -22.4421, -8.3212], [-22.8433, -21.9373, -5.1739], [-21.8907, -20.4500, -5.3016], [-21.1451, -21.9472, -4.7262]], "atomic_forces_ev_per_a": [[0.1413, -0.1626, 0.1671], [-0.9732, -0.3232, 0.0969], [-0.1293, 0.1238, -0.0081], [0.1385, 0.1715, 0.0835], [-0.3934, -0.0449, -0.3585], [0.1073, 0.0265, 0.2675], [0.3543, -0.1722, -0.0485], [0.4148, 0.2257, -0.1094], [0.1879, 0.1627, 0.1500], [0.1746, -0.1241, -0.0813], [0.0637, -0.0808, 0.0481], [-0.2230, 0.6957, -0.2557], [-0.6738, 0.1555, 0.0143], [0.0037, -0.1459, 0.0605], [-0.2812, 0.4901, -0.3174], [0.4375, -0.3343, 0.1477], [0.0486, -0.1371, 0.1960], [-0.0092, -0.3309, -0.1338], [0.3657, -0.2027, 0.0958], [0.2104, 0.0588, 0.1568], [0.2409, -0.2339, 0.0428], [0.4128, 0.1417, -0.2667], [0.7081, 1.0914, 0.6250], [-0.1022, -0.1044, -0.1883], [-0.2703, -0.0878, 0.3460], [0.0843, -0.2010, -0.5256], [-0.0818, 0.1280, 0.2487], [0.0439, -0.1589, -0.0421], [-0.2153, -0.2231, -0.0236], [-0.3257, -0.4605, -0.3128], [-0.1896, -0.2478, 0.0018], [0.3159, -0.7279, 0.1596], [0.1468, 0.5328, -0.2557], [0.1051, -0.1025, 0.0839], [-0.1840, 0.0781, -0.2421], [-0.2007, 0.2416, 0.2038], [-0.0507, 0.0113, -0.3509], [-0.0069, 0.1408, -0.0322], [-0.1413, 0.1269, 0.1376], [-0.0917, 0.0247, -0.0876], [0.0362, -0.0549, 0.0693], [-0.0893, -0.0783, 0.0360], [0.0700, 0.0383, 0.0796], [-0.1544, 0.2063, 0.1387], [0.2012, -0.1285, -0.2060], [0.1884, 0.0685, 0.4664], [-0.4754, -0.1650, -0.0570], [-0.0026, -0.0611, -0.3326], [0.3275, -0.1411, 0.3834], [0.0139, 0.0228, -0.0501], [0.0641, -0.0529, -0.0391], [-0.0550, -0.0501, -0.0206], [-0.3193, -0.0308, -0.0624], [0.0887, 0.1234, -0.1782], [-0.1354, 0.0952, 0.0533], [0.6968, 0.1112, -0.3457], [-0.5182, -0.1337, 0.0022], [0.3071, 0.1025, -0.2186], [-0.0876, 0.2512, 0.2585], [-0.1240, -0.3103, -0.3481], [-0.1973, 0.1916, 0.8688], [-0.0737, 0.0458, 0.1202], [-0.1203, -0.0649, 0.0487], [-0.0714, 0.0145, 0.0660], [-0.0158, -0.0409, -0.2227], [0.1242, 0.0318, -0.1633], [0.1588, -0.0116, -0.0394]], "largest_force_ev_per_a": 1.44, "gap_ev": 11.12, "lumo_ev": -1.880, "total_charge": 1, "total_energy_ev": -60421.840}


{"formula": "C24H23N6O4RuS4", "method": "ωB97M-V/def2-TZVPD", "symbols": ["Ru", "C", "S", "C", "S", "N", "N", "C", "C", "C", "C", "C", "C", "N", "H", "H", "H", "H", "H", "H", "H", "H", "C", "C", "C", "C", "C", "C", "C", "S", "O", "O", "N", "C", "C", "O", "O", "H", "H", "H", "H", "H", "H", "H", "H", "H", "N", "C", "N", "C", "C", "C", "C", "C", "C", "S", "H", "H", "H", "H", "H", "H"], "positions_angstrom": [[0.5128, -0.1253, 0.1275], [1.1908, 1.2090, -5.6219], [-0.1729, 1.8871, -4.6480], [0.0758, 1.1696, -3.0669], [1.6271, 0.2986, -2.7860], [-0.8470, 1.3889, -2.2144], [-0.8654, 0.7924, -0.9864], [-0.9052, 1.6282, 0.0490], [-1.3766, 1.2016, 1.3813], [-2.1320, 1.9681, 2.2489], [-2.4363, 1.4198, 3.4850], [-1.9542, 0.1595, 3.8130], [-1.1656, -0.5207, 2.9029], [-0.8926, -0.0024, 1.7078], [0.9776, 1.5199, -6.6428], [1.1905, 0.1215, -5.5703], [2.1510, 1.6247, -5.3266], [-0.7370, 2.6849, -0.1356], [-2.4677, 2.9552, 1.9634], [-3.0377, 1.9746, 4.1923], [-2.1672, -0.2857, 4.7741], [-0.7353, -1.4867, 3.1285], [-4.2974, -3.9740, 3.2517], [-2.9388, -3.7893, 2.6403], [-1.7937, -4.2089, 3.3159], [-0.5379, -4.0675, 2.7496], [-0.4357, -3.4952, 1.4878], [-1.5576, -3.0799, 0.7820], [-2.8009, -3.2299, 1.3696], [1.1835, -3.2130, 0.8910], [0.8871, -3.6138, -0.6091], [2.1188, -4.0817, 1.5306], [1.5713, -1.7226, 0.9356], [2.8212, -1.3320, 1.6110], [2.8097, 0.1763, 1.8270], [3.6694, 0.7123, 2.4728], [1.8085, 0.8266, 1.2627], [-4.2588, -3.8874, 4.3367], [-4.6833, -4.9677, 3.0161], [-5.0083, -3.2440, 2.8676], [-1.8858, -4.6611, 4.2954], [0.3492, -4.4054, 3.2685], [-1.4620, -2.6622, -0.2121], [-3.6850, -2.9135, 0.8299], [3.7002, -1.5865, 1.0175], [2.9251, -1.8098, 2.5843], [-1.8187, -1.2807, -4.4414], [-0.5993, -1.5529, -4.0409], [1.7353, -0.1712, -1.3399], [1.8148, -3.3764, -1.6396], [3.1793, -3.4719, -1.4398], [4.0234, -3.2307, -2.5125], [3.5017, -2.9357, -3.7644], [2.1296, -2.8813, -3.9498], [1.2685, -3.0785, -2.8779], [-0.4923, -2.9724, -3.0747], [-1.9652, -0.4350, -4.9755], [-2.6474, -1.8365, -4.2530], [3.5785, -3.7445, -0.4726], [5.0931, -3.2966, -2.3691], [4.1643, -2.7714, -4.6031], [1.7106, -2.6717, -4.9247]], "atomic_forces_ev_per_a": [[0.1499, -0.0802, -0.0777], [-0.0012, -0.0107, 0.0168], [0.0062, 0.0246, 0.0147], [-0.0354, -0.0465, -0.0220], [0.0083, 0.0119, -0.0537], [0.0322, -0.0336, -0.0036], [-0.0534, 0.0961, -0.0153], [-0.0143, 0.0235, -0.0252], [-0.0090, 0.0234, 0.0030], [-0.0011, 0.0011, -0.0014], [0.0012, -0.0086, -0.0019], [-0.0054, 0.0118, -0.0029], [0.0060, -0.0151, 0.0091], [-0.0358, 0.0276, 0.0421], [-0.0041, -0.0012, 0.0020], [0.0001, -0.0011, -0.0182], [0.0015, -0.0012, 0.0016], [0.0105, -0.0007, 0.0110], [0.0008, -0.0005, -0.0023], [0.0006, -0.0005, 0.0012], [0.0010, -0.0014, 0.0003], [-0.0041, 0.0213, -0.0011], [-0.0009, -0.0049, -0.0025], [0.0091, -0.0059, 0.0069], [-0.0083, 0.0075, -0.0095], [-0.0082, -0.0212, -0.0042], [-0.0009, 0.0297, -0.0013], [0.0011, -0.0252, 0.0046], [-0.0026, 0.0042, -0.0096], [0.0442, 0.1140, 0.0824], [0.0092, -0.1179, -0.0664], [0.0114, -0.0237, -0.0342], [-0.0640, -0.0799, 0.0285], [0.0632, 0.0764, 0.0095], [-0.0111, -0.0408, -0.0597], [-0.0338, 0.0083, -0.0004], [0.0097, -0.0186, 0.0780], [0.0012, 0.0001, 0.0006], [-0.0008, 0.0013, -0.0012], [-0.0003, 0.0010, 0.0009], [-0.0013, 0.0014, 0.0009], [0.0032, 0.0073, 0.0009], [-0.0049, 0.0096, 0.0040], [0.0016, 0.0032, -0.0005], [-0.0129, 0.0301, -0.0407], [-0.0040, -0.0188, -0.0153], [-0.0028, 0.0073, 0.0228], [0.0485, 0.0331, -0.0377], [-0.0731, -0.0335, 0.1269], [-0.0179, 0.0277, 0.0278], [0.0053, -0.0108, 0.0030], [0.0141, 0.0007, -0.0081], [-0.0051, -0.0133, 0.0242], [0.0114, 0.0045, -0.0053], [-0.0085, 0.0303, -0.0611], [-0.0007, -0.0198, 0.0335], [-0.0069, -0.0090, 0.0173], [-0.0024, 0.0013, -0.0026], [-0.0171, 0.0048, 0.0123], [0.0009, 0.0023, -0.0028], [-0.0005, -0.0020, -0.0021], [0.0009, -0.0007, 0.0034]], "largest_force_ev_per_a": 0.19, "gap_ev": 7.17, "lumo_ev": -4.120, "total_charge": 1, "total_energy_ev": -88304.613}


{"formula": "C4H7Cl4HfO", "method": "ωB97M-V/def2-TZVPD", "symbols": ["Hf", "Cl", "C", "Cl", "Cl", "Cl", "H", "C", "C", "O", "C", "H", "H", "H", "H", "H", "H"], "positions_angstrom": [[2.3964, 1.2411, 2.3745], [0.2699, -0.5266, 2.2287], [-3.4923, -1.8678, 2.6095], [-4.2082, -1.0448, 1.2565], [-3.7846, -3.6604, 2.4935], [-3.9709, -1.1060, 4.1404], [-2.4252, -1.6649, 2.5195], [2.1188, 1.9821, -2.1781], [1.6094, 0.9423, -1.1289], [1.9115, 1.1233, 0.0272], [0.9052, -0.3307, -1.6192], [2.9914, 2.6003, -1.9671], [1.3069, 2.7028, -2.2753], [2.1938, 1.5972, -3.1952], [1.5180, -1.0217, -2.1980], [0.1288, -0.1254, -2.3562], [0.5311, -0.8409, -0.7317]], "atomic_forces_ev_per_a": [[-4.6047, -3.3658, -3.9281], [3.3581, 2.7488, 0.8204], [0.4455, -0.5017, 0.1632], [-0.4203, 0.2078, -0.4545], [0.2121, 1.3770, 0.3827], [-0.0777, -0.5331, -0.2302], [-0.1426, -0.5548, 0.1401], [-1.2542, -0.4842, 0.2712], [1.0774, -0.4062, -5.6742], [1.4771, 0.8343, 6.2437], [-0.1069, 0.9017, 1.0817], [0.0999, -0.5064, 0.6239], [-0.3984, 0.2001, 0.1059], [0.0595, -0.4973, 0.2268], [0.8122, 0.2671, 0.2312], [-0.2969, 0.4520, 0.2841], [-0.2403, -0.1394, -0.2878]], "largest_force_ev_per_a": 6.93, "gap_ev": [3.18, 2.96], "lumo_ev": [-11.826, -12.050], "s_squared": 0.75, "total_charge": 2, "multiplicity": 2, "total_energy_ev": -57682.559}


{"formula": "C7H5IS", "method": "ωB97M-V/def2-TZVPD", "symbols": ["C", "C", "C", "C", "C", "C", "C", "S", "I", "H", "H", "H", "H", "H"], "positions_angstrom": [[-1.7527, 0.8652, -0.0028], [-0.9131, 0.8475, -1.1517], [-1.4355, 0.1257, 1.1652], [0.1783, 0.0538, -1.1122], [-0.2525, -0.6267, 1.1634], [0.5954, -0.7111, 0.0585], [1.6326, -1.5884, 0.1616], [3.1053, -1.9104, -0.0353], [4.0560, 1.1050, -0.1072], [-2.6830, 1.4659, -0.0102], [-1.1851, 1.3229, -2.1408], [-2.0550, 0.2980, 2.0461], [0.7514, 0.0199, -2.0422], [-0.0422, -1.2673, 2.0076]], "atomic_forces_ev_per_a": [[-0.2276, 0.1795, 0.2936], [-1.8831, 0.0744, 0.2666], [0.6037, 1.3649, -1.5007], [2.4875, -1.1785, -0.2128], [-1.1228, -0.2243, 0.6102], [-3.2284, 1.8992, -0.6471], [1.9999, -0.8440, -1.1412], [-0.1215, 0.8474, 0.3524], [-0.0355, -0.6400, -0.0957], [0.6954, -0.4165, -0.0120], [0.2615, -0.3533, 1.5639], [0.2286, -0.5446, -0.2074], [0.2195, -0.3036, 0.5102], [0.1228, 0.1395, 0.2202]], "largest_force_ev_per_a": 3.80, "gap_ev": [6.86, 5.61], "lumo_ev": [-1.572, -2.038], "total_charge": 0, "total_energy_ev": -26273.477}